DFT (the ωB97M-V functional and the def2-TZVPD basis) results for a 5-piece molecular cluster, CH12O4S2 overall at a distorted geometry.

Atoms and positions in Å:
1 H -3.677 3.097 -0.142
2 H -0.344 -1.407 -1.688
3 S -0.720 2.954 -1.833
4 S -2.221 1.756 -1.605
5 H 0.553 2.969 -1.268
6 H 1.343 -0.464 -0.741
7 C -3.246 2.091 -0.202
8 H 2.639 -1.934 0.320
9 H 2.317 -0.532 1.009
10 H 2.304 0.503 -1.434
11 H 0.736 -2.320 3.524
12 H -4.144 1.491 -0.422
13 O 2.758 -1.395 1.093
14 H 0.032 -2.115 -0.410
15 O 1.797 0.401 -0.626
16 O 0.424 -1.801 -1.227
17 H 1.599 -2.572 2.274
18 O 0.683 -2.596 2.598
19 H -2.833 1.873 0.779

Computed properties:
Electronic energy (Ha): -1142.56532
2S+1: 2
Total charge: -1
F_max (eV Å⁻¹): 4.61
LUMO (alpha / beta) (eV): 2.865 / 2.850
HOMO (alpha / beta) (Eh): 0.0139 / -0.1478
Gap between HOMO and LUMO (alpha / beta) (eV): 2.49 / 6.87